This record from the OMol25 dataset describes a 2-piece molecular cluster, C9H14 overall in a non-equilibrium geometry. The level of theory is ωB97M-V/def2-TZVPD.

Results
* M: 122.21 Da
* Kohn-Sham gap: 0.3705 hartree
* strongest force on any atom: 0.042 Eh/bohr
* energy relative to the best compared isomer or geometry (same formula, charge and spin): 12.87 kcal per mole
* net charge: 0
* energy: -9559.623 eV

XYZ file:
```
23
Properties=species:S:1:pos:R:3:lowdin_charge:R:1
C 0.017 -0.747 -3.337 -0.172
C 0.724 -2.138 -3.236 -0.139
H -0.853 -0.678 -2.691 0.060
H 0.752 0.020 -3.102 0.049
H -0.299 -0.568 -4.362 0.057
H 1.599 -2.172 -3.868 0.057
H 0.026 -2.900 -3.574 0.060
H 0.944 -2.225 -2.176 0.039
C -0.371 0.776 3.955 -0.058
C 0.503 -0.292 0.431 -0.079
C 0.132 0.813 -0.325 -0.087
C 0.342 -0.315 1.814 -0.059
C -0.226 0.754 2.458 -0.294
C -0.600 1.821 0.332 -0.078
C -0.784 1.809 1.719 -0.050
H 0.915 -1.130 -0.122 0.088
H 0.197 0.951 -1.384 0.061
H 0.699 -1.193 2.331 0.109
H -1.184 2.606 -0.136 0.098
H 0.204 1.576 4.402 0.075
H 0.106 -0.095 4.427 0.076
H -1.417 2.517 2.231 0.107
H -1.425 0.811 4.214 0.080
```